# 1
Entry from the OMol25 dataset: 2 unconnected molecules or ions with the total composition C24H16F3NO3S at a distorted geometry (ωB97M-V with the def2-TZVPD basis set).

Spin multiplicity   1
Energy relative to the best compared isomer or geometry (same formula, charge and spin)   6.0 kcal/mol
Kohn-Sham gap   0.171 Ha
E_HOMO   -6.837 eV
LUMO energy   -2.19 eV
Charge   0

Element x y z (Å)
S: 0.531 -3.599 -0.283
F: -2.006 -4.390 -0.527
F: -0.777 -5.713 0.730
F: -0.522 -5.720 -1.450
O: 1.754 -4.257 0.117
O: 0.439 -2.951 -1.579
O: -0.918 2.076 -0.700
N: 3.535 1.833 4.636
C: -4.024 0.697 1.655
C: -2.614 2.508 0.874
C: -3.293 -0.228 0.927
C: -0.460 -0.115 -1.521
C: -0.154 -2.584 0.949
C: 0.987 -0.460 3.794
C: 2.922 1.037 4.033
C: 1.935 -1.286 1.288
C: -0.771 -4.945 -0.381
C: 0.816 3.364 -2.305
C: 2.646 -0.360 2.029
C: 2.181 0.067 3.282
C: -1.906 1.573 0.127
C: 2.504 3.359 -4.053
C: 0.679 -1.769 1.757
C: 2.309 1.982 -4.229
C: -2.191 0.192 0.141
C: -0.265 1.257 -1.567
C: 0.239 -1.355 3.050
C: 1.740 4.042 -3.093
C: -3.682 2.061 1.644
C: 0.644 1.967 -2.437
C: 1.392 1.293 -3.436
C: -1.386 -0.653 -0.645
H: 1.862 5.116 -2.958
H: 1.222 0.224 -3.571
H: 0.224 3.919 -1.579
H: 2.875 1.444 -4.991
H: 3.229 3.898 -4.665
H: -2.327 3.557 0.826
H: -1.075 -2.978 1.379
H: 2.322 -1.625 0.323
H: -0.703 -1.770 3.422
H: 0.119 -0.740 -2.185
H: 0.643 -0.149 4.782
H: 3.582 0.049 1.643
H: -4.255 2.779 2.229
H: -3.540 -1.293 0.928
H: -4.877 0.368 2.250
H: -1.590 -1.721 -0.662

Atoms 1-3, force components in eV/Å:
-0.53 0.38 0.89
0.68 -0.39 0.08
-0.08 0.57 -0.85

=====

# 2
Entry from the OMol25 dataset: a molecular structure, C24H16N4O6RhS3Se at a distorted geometry (ωB97M-V with the def2-TZVPD basis set).

Spin multiplicity   5
Kohn-Sham gap (alpha / beta)   0.172 / 0.229 Ha
E_HOMO (alpha / beta)   -2.857 / -5.988 eV
LUMO energy (alpha / beta)   1.81 / 0.25 eV
Charge   -1

Element x y z (Å)
Rh: 0.830 -0.318 -0.369
Se: -0.108 1.306 -1.993
S: -1.334 -1.710 1.013
S: 0.475 -2.962 -1.740
S: 2.680 2.891 6.050
O: 0.115 -1.555 -1.793
O: 1.646 -3.354 -0.959
O: -2.107 -0.729 0.254
O: 0.111 -1.562 1.063
O: 0.448 -3.592 -3.070
O: -1.910 -1.978 2.341
N: 1.311 3.070 5.132
N: 2.330 -0.325 0.921
N: 3.520 1.794 5.133
N: 0.072 0.978 0.920
C: -0.704 3.717 -5.377
C: -2.765 -4.004 0.621
C: -2.312 -5.800 -0.911
C: -2.603 4.080 -3.917
C: -0.887 -3.799 -0.891
C: 3.489 -1.024 0.878
C: -1.112 1.633 0.876
C: 1.456 2.271 4.060
C: -0.711 2.764 2.921
C: 3.069 0.626 2.990
C: -1.225 -5.075 -1.403
C: 2.103 0.496 1.956
C: 2.756 1.521 4.060
C: -0.166 2.815 -4.453
C: 4.267 -0.110 2.923
C: -1.545 2.525 1.840
C: -2.066 3.178 -2.993
C: -1.662 -3.260 0.136
C: -1.923 4.349 -5.109
C: -0.846 2.544 -3.260
C: 0.526 2.095 2.989
C: -3.090 -5.258 0.102
C: 0.896 1.193 1.956
C: 4.477 -0.952 1.842
H: 3.601 -1.667 0.009
H: -2.596 2.972 -2.072
H: -1.012 3.458 3.702
H: -2.339 5.047 -5.824
H: -0.626 -5.500 -2.206
H: 5.018 -0.024 3.704
H: 0.778 2.328 -4.665
H: -2.545 -6.773 -1.328
H: -3.941 -5.802 0.497
H: -2.505 3.020 1.749
H: -3.546 4.569 -3.710
H: 2.103 -0.318 -1.472
H: -1.725 1.408 0.007
H: 5.386 -1.537 1.752
H: -0.178 3.926 -6.299
H: -3.373 -3.589 1.422

Atoms 1-3, force components in eV/Å:
3.64 -0.45 -3.32
-0.72 1.14 -1.46
-4.94 -2.12 1.46

=====

# 3
Entry from the OMol25 dataset: C24H17ClF3N3O in the gas phase at a distorted geometry (ωB97M-V with the def2-TZVPD basis set).

Spin multiplicity   1
Kohn-Sham gap   0.284 Ha
E_HOMO   -7.877 eV
LUMO energy   -0.14 eV
Charge   0
SMILES   Cc1cc(C)c2ncc(NC(=O)Nc3c(F)cc(F)cc3F)c(-c3ccccc3Cl)c2c1

Element x y z (Å)
Cl: 1.208 4.351 -1.377
F: 0.263 -3.633 2.031
F: 3.168 -3.084 -1.700
F: -1.187 -1.087 -1.767
O: 1.489 0.384 -4.251
N: 2.603 -0.180 0.914
N: 1.238 -1.449 -3.010
N: 0.975 0.876 -2.142
C: 0.586 1.617 0.118
C: 2.130 0.252 3.210
C: -1.754 1.732 -0.373
C: 0.555 2.000 3.938
C: -0.512 2.364 -0.418
C: -1.527 4.256 -1.398
C: -2.819 3.765 -1.279
C: -2.939 2.433 -0.791
C: -0.295 -1.844 -1.171
C: -0.194 2.897 4.876
C: 0.106 2.181 2.595
C: 2.426 0.034 -0.342
C: 0.864 1.498 1.516
C: -0.482 -2.395 0.104
C: 1.871 0.482 1.847
C: 1.432 0.948 -0.832
C: 1.265 -0.116 -3.117
C: 1.931 -2.907 -1.191
C: 3.234 -0.790 3.529
C: 1.466 1.011 4.251
C: 1.741 -3.351 0.124
C: -0.385 3.630 -1.003
C: 0.454 -3.150 0.772
C: 0.935 -2.135 -1.852
H: 4.133 -0.263 3.762
H: -1.377 -2.264 0.690
H: 1.748 -1.849 -3.782
H: -1.744 0.686 0.055
H: 1.677 0.775 5.332
H: -1.219 3.051 4.507
H: 2.992 -0.425 -1.139
H: -0.656 2.845 2.244
H: -1.419 5.279 -1.716
H: 3.313 -1.705 2.900
H: 0.565 1.793 -2.544
H: 2.497 -3.935 0.734
H: 2.876 -1.207 4.484
H: -3.630 4.381 -1.589
H: -3.815 1.763 -0.662
H: -0.141 2.531 5.921
H: 0.280 3.887 4.921

Atoms 1-3, force components in eV/Å:
-1.11 -0.46 0.52
-0.05 0.58 -1.35
-0.75 0.29 -0.45

=====

# 4
Entry from the OMol25 dataset: 2 unconnected molecules or ions with the total composition C24H17N4O8S2 at a distorted geometry (ωB97M-V with the def2-TZVPD basis set).

Spin multiplicity   1
Kohn-Sham gap   0.155 Ha
E_HOMO   -4.269 eV
LUMO energy   -0.06 eV
Charge   -1

Element x y z (Å)
S: -0.574 -4.027 0.289
S: 1.434 -1.940 0.677
O: -2.534 -1.120 -3.041
O: -2.886 1.190 1.974
O: -2.243 3.313 1.444
O: -1.982 0.415 -4.517
O: 0.683 -1.943 1.921
O: -1.616 -4.582 -0.547
O: 0.442 -4.902 0.844
O: 1.916 -0.689 0.135
N: -2.300 1.917 1.187
N: -1.688 3.985 0.355
N: -1.284 3.247 -1.872
N: -2.062 -0.001 -3.329
C: 2.677 -2.660 -3.501
C: -1.374 -4.231 2.872
C: 5.146 -4.505 1.561
C: 1.386 -4.706 -3.596
C: 1.914 -2.227 -2.420
C: 4.105 -2.613 0.458
C: -1.762 0.576 -0.911
C: -1.312 2.215 -2.698
C: 2.398 -3.891 -4.123
C: 2.897 -2.926 1.083
C: -2.633 -2.537 4.056
C: 0.653 -4.297 -2.486
C: 3.960 -4.746 2.262
C: 5.227 -3.413 0.686
C: 0.327 -2.719 -0.549
C: 0.942 -3.076 -1.812
C: 2.844 -3.931 2.053
C: -1.462 3.007 -0.580
C: -1.468 -3.454 1.721
C: -2.231 -2.299 1.674
C: -1.935 -3.749 4.055
C: -1.615 0.879 -2.284
C: -1.749 1.685 -0.075
C: -2.792 -1.825 2.858
H: 2.981 -4.217 -4.987
H: -1.180 2.412 -3.768
H: -2.355 -1.766 0.734
H: 3.517 -2.037 -3.830
H: -3.060 -2.140 4.983
H: -1.947 -0.412 -0.501
H: 6.016 -5.148 1.719
H: 2.052 -1.225 -2.012
H: 1.178 -5.692 -4.020
H: -3.331 -0.881 2.841
H: 4.148 -1.749 -0.203
H: -1.810 -4.333 4.970
H: 3.882 -5.558 2.989
H: -0.135 -4.947 -2.113
H: 1.937 -4.084 2.632
H: -0.826 -5.171 2.848
H: 6.161 -3.160 0.184

Atoms 1-3, force components in eV/Å:
0.91 0.27 -0.07
-1.47 -1.12 -0.28
1.03 2.48 -0.12

=====

# 5
Entry from the OMol25 dataset: C24H17NO7S2 in the gas phase at a distorted geometry (ωB97M-V with the def2-TZVPD basis set).

Spin multiplicity   1
Kohn-Sham gap   0.304 Ha
E_HOMO   -8.449 eV
LUMO energy   -0.18 eV
Charge   0
SMILES   CCOc1ccc(S(=O)(=O)N(C(=O)c2ccco2)c2cc3sc(=O)oc3c3ccccc23)cc1

Element x y z (Å)
S: 0.665 0.094 -4.036
S: 1.079 -1.699 1.436
O: 0.114 -4.280 1.571
O: 2.011 -2.398 0.611
O: -2.696 -2.290 0.867
O: 0.921 -2.070 2.807
O: 1.596 4.145 0.963
O: 0.273 2.444 -5.222
O: -0.623 2.172 -3.187
N: -0.486 -1.762 0.698
C: 1.375 0.054 1.319
C: 2.144 1.943 0.066
C: -1.790 -4.561 2.699
C: -2.622 1.867 1.479
C: -1.112 -3.768 1.804
C: 0.232 -5.376 2.319
C: 2.043 0.573 0.228
C: -1.377 1.480 -0.973
C: -0.713 1.242 -2.193
C: 0.069 1.775 -4.260
C: -0.043 -0.974 -1.500
C: -2.633 2.887 0.517
C: -1.356 0.442 -0.002
C: -1.998 0.675 1.229
C: 1.579 2.800 1.014
C: 2.111 4.818 -0.176
C: -1.539 -2.560 1.105
C: -0.076 0.047 -2.454
C: -2.023 2.698 -0.692
C: 0.848 0.888 2.291
C: -0.906 -5.603 3.040
C: -0.659 -0.765 -0.291
C: 1.142 4.793 -1.353
C: 0.955 2.252 2.143
H: 0.950 3.774 -1.681
H: 0.554 2.929 2.880
H: 0.487 -1.892 -1.690
H: 2.254 5.847 0.165
H: 0.369 0.450 3.151
H: -2.008 -0.108 1.970
H: -2.029 3.464 -1.452
H: -2.784 -4.397 3.059
H: 1.557 5.356 -2.183
H: 2.480 -0.105 -0.487
H: 0.196 5.241 -1.060
H: 1.156 -5.917 2.254
H: 2.663 2.328 -0.797
H: -3.131 3.819 0.735
H: 3.088 4.409 -0.458
H: -3.115 2.028 2.426
H: -1.089 -6.408 3.721

Atoms 1-3, force components in eV/Å:
-0.12 0.24 0.03
0.10 0.56 0.17
0.01 0.01 -0.40

=====

> Which formula does entry 1 have?

C24H16F3NO3S